A 13-piece molecular cluster, C54H138N12O4 overall at a distorted geometry, computed with wB97M-V/def2-TZVPD.

XYZ file:
```
208
Properties=species:S:1:pos:R:3:forces:R:3:mulliken_charge:R:1
N -12.9348 -4.1648 4.2812 0.87 -0.61 -1.59 1.169
H -12.8747 -4.5708 5.2041 -0.66 -1.09 1.76 0.076
H -12.2625 -4.6698 3.7216 0.39 -0.09 -0.05 0.580
H -12.6569 -3.1948 4.3258 0.17 1.93 -0.24 -0.336
H -13.7917 -4.2682 3.7566 -1.37 -0.02 0.55 -0.125
N -10.2669 2.3075 9.4159 0.11 1.81 0.56 0.435
H -9.9415 1.3810 9.1799 0.66 -1.28 0.57 0.079
H -10.3328 2.5082 10.4036 -0.37 -0.29 0.19 0.433
H -11.1230 2.2838 8.8805 -1.21 0.34 0.10 0.113
H -9.6230 2.9750 9.0160 1.08 0.65 -0.49 0.121
N -8.7767 -5.1356 4.0935 0.10 0.13 -0.83 -0.236
H -9.5651 -5.1827 3.4640 -0.18 -1.01 -0.28 0.276
H -7.9310 -5.0616 3.5462 0.49 0.20 -0.29 0.433
H -8.6612 -5.9275 4.7096 -0.43 -0.30 0.43 0.369
H -8.9921 -4.2599 4.5483 0.06 1.41 1.53 0.232
N -10.5510 -2.0746 2.1187 0.09 -0.51 -1.53 -0.169
H -10.8553 -2.3590 1.1985 -0.65 0.03 -0.52 0.466
H -9.5843 -1.8363 1.9491 0.88 0.57 0.71 0.211
H -10.7104 -2.8438 2.7535 0.23 0.31 0.94 0.102
H -11.0748 -1.2621 2.4114 -0.55 0.56 0.73 0.076
C -10.0358 -1.4461 6.8379 0.39 2.46 4.09 -0.608
C -10.6012 -1.7163 5.6611 -0.19 -1.70 -0.98 0.217
C -11.8984 -1.0241 5.1899 -1.82 -0.04 -2.19 0.958
O -12.5741 -1.3566 4.1007 2.23 -1.64 0.57 -1.394
C -12.4910 -0.0418 5.9060 2.82 0.57 4.24 -0.878
C -11.7389 0.4367 7.1731 -2.53 0.56 -0.96 0.973
C -10.4745 -0.4018 7.7387 -0.37 0.60 -0.96 0.301
O -9.9689 -0.0787 8.8338 -0.56 -1.52 -1.95 -1.259
O -12.1900 1.4317 7.7907 0.91 -1.72 -0.71 -1.114
O -10.0708 -2.7335 5.0652 -0.99 -0.54 -2.33 -0.390
H -9.2130 -2.0099 7.2520 0.19 -0.28 -0.43 0.539
H -13.5120 0.2562 5.7188 0.32 0.44 -0.23 0.488
C -1.2632 -3.2859 9.7837 -0.31 0.02 -1.23 -1.367
C -2.6393 -3.8928 9.4244 -0.63 -0.73 0.72 -0.410
N -3.8172 -2.9993 9.5370 0.07 -0.07 0.45 0.005
C -5.0373 -3.5124 8.8758 2.16 0.39 -0.64 -0.697
C -6.0359 -2.4658 8.5312 -1.52 0.23 0.82 -0.283
C -4.0099 -2.5457 10.9506 -0.30 -0.86 -0.49 -0.850
C -4.6914 -3.5916 11.8652 -0.18 0.86 -0.11 -0.610
H -0.6134 -3.7072 9.0167 0.38 0.34 0.03 0.364
H -0.7609 -3.5088 10.7250 -0.72 -0.17 0.23 0.321
H -1.3082 -2.2049 9.6515 0.16 0.02 -0.06 0.382
H -2.6410 -4.3758 8.4473 0.15 0.83 -0.54 0.483
H -2.7692 -4.8121 9.9955 -0.18 -0.18 0.82 0.322
H -4.7451 -3.8645 7.8865 0.58 -0.56 0.11 0.465
H -5.5319 -4.3392 9.3854 -0.06 -0.17 0.28 0.275
H -5.7580 -1.5771 7.9646 0.59 -0.22 0.10 0.251
H -6.7798 -3.0129 7.9521 -0.45 0.21 -0.15 0.148
H -6.5254 -2.1593 9.4556 -0.29 0.43 -0.04 -0.161
H -4.6923 -1.6958 10.9571 0.45 0.43 -0.15 0.301
H -3.0157 -2.2778 11.3083 -0.21 0.23 0.06 0.475
H -5.7595 -3.3806 11.8145 -0.34 -0.79 -0.58 -0.118
H -4.5741 -3.4041 12.9326 0.86 -0.15 0.02 0.388
H -4.3959 -4.5991 11.5724 -0.32 -0.06 0.34 0.360
C -6.4757 1.8843 8.7652 0.64 0.10 -1.02 -1.133
C -6.8152 3.0133 7.7968 0.52 0.44 0.66 -0.970
N -7.9798 3.7725 8.2530 -0.21 0.03 0.99 0.683
C -8.7229 4.4040 7.1662 1.13 0.44 -0.33 -0.906
C -9.4874 3.3968 6.3444 -0.09 -0.47 0.45 0.082
C -7.6074 4.6927 9.3590 -0.94 1.82 0.18 -0.858
C -6.7732 5.9741 9.0154 0.69 -1.70 -0.25 -1.237
H -5.4904 1.5536 8.4365 0.14 -0.36 0.30 0.480
H -7.1455 1.0277 8.6900 -0.20 0.10 0.21 0.004
H -6.3660 2.2568 9.7837 -0.20 -0.17 -0.04 0.324
H -5.9643 3.6938 7.7662 0.31 0.21 0.19 0.419
H -6.8346 2.7152 6.7485 -0.75 -0.40 0.06 0.488
H -9.3145 5.2382 7.5432 -0.18 -0.15 0.07 0.533
H -8.0266 4.8287 6.4430 0.35 0.56 0.11 0.442
H -9.4211 3.6942 5.2979 -0.73 -0.12 0.04 0.498
H -8.9839 2.4340 6.4317 0.14 -0.15 -0.13 -0.157
H -10.4851 3.2281 6.7499 -0.30 0.18 -0.58 -0.413
H -7.1654 4.2565 10.2548 0.53 -0.85 -0.60 0.523
H -8.5167 5.0461 9.8453 -0.69 0.10 -0.47 0.266
H -6.7738 6.7044 9.8246 -0.26 -0.05 -0.16 0.421
H -6.9712 6.4135 8.0377 -0.46 0.15 0.23 0.282
H -5.7573 5.5874 8.9349 0.34 0.43 0.01 0.335
C -18.4806 -1.2644 9.1406 -0.07 -0.57 0.11 -1.477
C -17.3971 -1.0363 8.0893 -0.67 1.21 0.87 0.310
N -16.6388 0.2150 8.4763 1.88 -2.68 -0.66 0.482
C -15.6561 0.6554 7.4304 -1.68 0.71 0.02 0.903
C -16.2734 1.0895 6.0670 0.12 0.16 0.27 -1.434
C -16.0133 0.2697 9.8250 -0.78 0.63 0.86 0.003
C -14.9861 -0.7988 10.0207 2.42 -1.02 -0.33 -0.805
H -19.0777 -2.1378 8.8782 -0.32 0.33 -0.26 0.432
H -19.0855 -0.3884 9.3745 -0.17 -0.11 -0.48 0.374
H -18.0509 -1.5684 10.0952 0.37 0.07 -0.04 0.360
H -16.7853 -1.9358 8.0204 0.92 0.26 0.61 -0.147
H -17.6692 -0.9562 7.0368 -0.70 0.61 0.23 0.534
H -15.0846 1.4206 7.9557 0.30 0.05 -0.68 -0.345
H -15.0803 -0.2600 7.2946 0.41 0.00 -0.06 -0.042
H -17.0771 1.8220 6.1419 0.03 -0.01 0.43 0.435
H -15.5157 1.5792 5.4552 0.24 -0.07 0.21 0.470
H -16.6578 0.2744 5.4539 0.11 -0.23 0.28 0.177
H -16.6495 0.1168 10.6968 -1.02 0.20 -0.65 0.383
H -15.5958 1.2646 9.9795 0.12 0.00 -0.39 -0.180
H -14.3521 -0.6422 10.8934 -0.70 0.43 0.62 0.634
H -14.1624 -0.7738 9.3073 -0.27 0.00 -0.75 -0.084
H -15.3117 -1.8355 10.1057 -0.54 0.20 -0.14 0.287
C -14.6684 -3.7317 7.3338 0.84 0.00 0.64 -0.183
C -13.3115 -4.2683 7.7903 0.64 -0.93 -0.79 -1.086
N -12.7924 -5.4127 6.9463 -0.20 1.61 0.59 -0.182
C -13.7162 -6.5562 7.1990 0.20 0.11 -0.37 -0.793
C -13.2915 -7.9195 6.6312 -0.01 0.30 0.33 -1.700
C -11.3798 -5.5577 7.3529 -0.50 -1.78 0.68 -0.097
C -11.2456 -5.9550 8.8373 0.74 0.57 -0.11 -1.413
H -15.5162 -4.3867 7.5343 0.11 0.05 0.24 0.722
H -14.6744 -3.5264 6.2634 0.00 0.31 0.02 -0.026
H -14.7256 -2.8261 7.9377 -0.65 0.29 -0.36 -0.549
H -12.5192 -3.5197 7.7870 -0.21 0.58 -0.64 0.154
H -13.2446 -4.5564 8.8394 -0.86 -0.26 0.18 0.768
H -13.9147 -6.7296 8.2566 0.47 0.13 0.43 0.468
H -14.6736 -6.1278 6.9025 -0.08 -0.71 -0.72 0.543
H -14.1000 -8.6460 6.7136 -0.07 0.12 0.12 0.452
H -12.9411 -7.9816 5.6009 -0.05 0.47 -0.08 0.300
H -12.4855 -8.2697 7.2760 0.08 -0.22 -0.11 0.394
H -10.7634 -4.6704 7.2078 -0.52 0.41 -0.34 -0.027
H -10.9444 -6.3290 6.7176 0.06 -0.30 -0.03 0.548
H -11.2083 -5.0409 9.4299 0.15 -0.04 0.17 0.242
H -10.2854 -6.4565 8.9580 -0.13 -0.13 0.30 0.439
H -12.0536 -6.5466 9.2679 0.14 -0.26 -0.39 0.324
C -13.2518 7.7994 10.6639 2.17 -0.25 0.02 -1.418
C -13.0985 6.3753 10.0367 -2.00 1.59 0.30 -0.433
N -14.3540 5.6284 10.3100 -0.48 0.16 -1.08 0.070
C -14.6282 5.5560 11.7391 0.51 -0.32 0.91 -0.344
C -15.5549 4.4847 12.2483 -0.46 -0.94 0.06 -1.394
C -14.4362 4.3132 9.6762 -0.84 1.11 -0.77 -0.474
C -14.3310 4.4403 8.1348 1.67 -0.04 0.78 -0.857
H -13.0975 7.7800 11.7427 -0.46 0.05 0.02 0.348
H -14.0405 8.4928 10.3718 -0.55 -0.88 -0.07 0.320
H -12.3659 8.3203 10.3006 0.28 0.22 0.08 0.470
H -12.8760 6.5984 8.9932 -0.77 -0.53 -0.31 0.422
H -12.1857 5.8750 10.3601 0.17 -0.25 0.79 0.305
H -13.6577 5.3991 12.2099 0.28 0.08 0.60 0.406
H -15.1063 6.4079 12.2225 0.59 0.86 -0.80 0.357
H -15.2318 3.4602 12.0635 -0.09 -0.10 -0.38 0.240
H -15.6212 4.5090 13.3360 0.13 0.44 0.05 0.432
H -16.5712 4.6497 11.8905 -0.05 -0.23 -0.18 0.345
H -15.4318 3.8899 9.8092 -0.09 0.07 0.60 0.244
H -13.7301 3.6884 10.2231 0.55 -0.87 -0.63 0.512
H -14.3121 3.4748 7.6294 -0.35 -0.07 0.01 -0.074
H -13.3452 4.8572 7.9289 0.04 0.07 -0.34 0.228
H -15.0500 5.1377 7.7049 -0.22 -0.25 0.28 0.346
C -7.5891 0.3712 0.1596 0.70 0.14 -0.22 -1.379
C -7.8176 1.2420 1.4100 -0.09 -1.18 -1.23 -0.532
N -8.3548 0.4307 2.5366 -0.75 -0.30 -0.86 0.916
C -9.1072 1.2850 3.4500 1.69 -0.31 -0.02 -0.275
C -10.3889 1.7725 2.8631 -1.25 0.41 0.32 -1.308
C -7.4819 -0.5357 3.2113 1.85 1.10 0.22 -0.334
C -6.5145 0.1062 4.2631 -0.28 -0.17 -0.11 -1.389
H -8.3100 -0.3855 -0.1500 -0.56 0.03 0.68 0.215
H -6.6412 -0.1534 0.2804 0.09 -0.06 -0.25 0.358
H -7.5196 0.9844 -0.7389 0.34 0.22 0.11 0.425
H -6.8905 1.8017 1.5338 0.53 -0.36 0.89 0.327
H -8.4475 2.0795 1.1102 -0.82 -0.45 0.52 0.446
H -9.1531 0.7279 4.3857 -0.79 0.05 0.15 -0.149
H -8.3938 2.0820 3.6597 -0.43 0.76 0.43 0.433
H -11.0363 0.9737 2.5013 0.13 -0.33 -0.12 0.210
H -11.0117 2.2639 3.6105 0.14 0.13 0.22 0.322
H -10.3012 2.4938 2.0506 0.32 -0.13 0.02 0.485
H -6.8307 -0.9751 2.4557 -0.08 -0.15 -0.18 0.607
H -7.9960 -1.3607 3.7045 -0.71 0.08 -0.01 -0.211
H -7.0415 0.5419 5.1119 -0.24 0.39 -0.23 0.144
H -5.8928 0.8444 3.7564 -0.07 0.18 0.20 0.321
H -5.8388 -0.5778 4.7766 0.04 -0.47 -0.48 0.543
C -9.8971 -2.1453 11.2628 -0.20 -0.20 0.13 -1.245
C -8.7596 -2.5921 12.1789 0.13 1.85 0.60 -0.173
N -8.8663 -2.0456 13.5628 -0.69 -0.85 -1.03 0.160
C -10.0112 -2.5173 14.3378 -0.37 0.63 0.06 -0.352
C -10.0976 -1.8930 15.7644 -0.06 -0.02 -0.37 -1.365
C -7.6452 -1.9897 14.2926 0.88 -0.09 0.53 -0.844
C -7.1462 -3.2960 14.9713 -0.28 0.29 -0.05 -1.255
H -10.8356 -2.6851 11.3897 0.03 -0.40 0.15 0.397
H -9.5586 -2.3029 10.2388 -0.15 0.16 -0.13 0.313
H -10.1726 -1.1009 11.4097 0.38 0.13 -0.05 0.398
H -8.5343 -3.6377 11.9686 -0.20 -0.60 0.77 0.146
H -7.8718 -2.0640 11.8309 0.16 -0.03 -0.33 0.001
H -10.8495 -2.1340 13.7560 -0.51 -0.26 0.22 0.368
H -10.0717 -3.6051 14.3056 -0.02 -0.32 0.44 0.318
H -10.9309 -2.1927 16.3998 -0.27 -0.58 -0.53 0.392
H -9.2267 -2.0840 16.3915 0.11 0.13 -0.27 0.306
H -10.2621 -0.8206 15.6598 0.43 0.14 -0.03 0.341
H -7.7787 -1.1816 15.0117 0.18 -0.25 0.45 0.466
H -6.8928 -1.5694 13.6252 0.29 -0.29 -0.15 0.491
H -7.0170 -4.1274 14.2784 0.29 0.18 -0.30 0.274
H -7.8436 -3.6997 15.7053 -0.23 0.31 0.08 0.405
H -6.2212 -3.1162 15.5192 0.12 -0.02 -0.19 0.392
C -18.3962 -5.2198 2.8466 0.37 -0.03 -1.06 -1.251
C -17.3381 -4.7844 3.8636 -1.28 -0.37 0.79 -0.671
N -15.9664 -4.6672 3.3685 0.66 -0.11 0.12 0.257
C -15.4170 -5.8849 2.7693 -0.71 -1.81 1.65 -0.753
C -15.3093 -6.9835 3.8661 -0.22 0.29 -0.39 -1.042
C -15.8683 -3.5933 2.4104 0.02 0.70 0.25 -0.973
C -16.0157 -2.1712 3.0023 0.75 0.28 0.01 -1.326
H -19.4585 -5.1892 3.0889 0.24 0.32 0.77 0.416
H -18.2380 -6.2511 2.5311 0.16 -0.05 -0.08 0.267
H -18.3017 -4.5868 1.9642 -0.15 -0.14 -0.20 0.294
H -17.6166 -3.8202 4.2889 0.11 0.11 -0.12 0.317
H -17.4328 -5.4711 4.7047 0.58 -0.09 0.12 0.401
H -16.0415 -6.2641 1.9605 0.06 0.04 -0.32 0.595
H -14.3946 -5.8224 2.3966 0.04 0.89 -0.30 0.404
H -14.7305 -7.8421 3.5256 -0.12 -0.02 -0.14 0.508
H -14.8062 -6.5813 4.7455 -0.01 0.09 0.01 0.068
H -16.2922 -7.3336 4.1814 0.06 -0.07 -0.03 0.312
H -16.5323 -3.7915 1.5690 -0.21 0.45 -0.19 0.630
H -14.8719 -3.7342 1.9917 0.27 0.62 -0.26 0.522
H -15.2622 -1.9128 3.7463 0.71 -0.55 -0.03 0.152
H -16.8903 -1.8656 3.5766 -0.70 -0.58 -0.72 0.377
H -15.8249 -1.4448 2.2124 -0.37 0.05 -0.09 0.470
```
Positions in Å, forces in eV/Å.

Spin multiplicity = 2
HOMO-LUMO gap (alpha / beta) = 0.1668 / 0.1036 Ha
DFT total energy = -3097.097014 a.u.
Expectation value of S² = 0.754
Net charge = +3